# AgO12Pb4S3

A structure of composition AgO12Pb4S3 at a distorted geometry (ωB97M-V/def2-TZVPD, the Open Molecules 2025 dataset).

Geometry (Å):
Pb 0.387 -0.254 -3.486
Pb -0.135 -1.516 1.290
Pb -2.864 -0.414 -3.425
Pb 2.600 1.433 0.348
Ag -2.023 2.307 0.645
S 2.194 -1.332 -1.143
O 3.406 -1.060 -0.322
O 1.488 0.081 -1.130
O 2.261 -1.722 -2.514
O 1.108 -2.221 -0.472
S 0.558 1.277 2.655
O 1.275 0.138 1.673
O 0.963 1.151 3.968
O 0.975 2.388 1.708
O -0.980 1.080 2.455
S -2.280 -0.287 -0.479
O -0.787 -0.090 -0.447
O -2.633 -1.350 -1.384
O -2.597 -0.655 0.948
O -2.915 1.046 -0.887

Results
HOMO energy   -18.9 eV
Charge   +3
Molecular weight   1224.9 g mol⁻¹
Kohn-Sham gap   0.128 Eh
Largest force on an atom   9.873 eV/A

Atomic partial charges in e from the Löwdin method, atoms 1 to 8: atom 1 (Pb): 1.72, atom 2 (Pb): 1.64, atom 3 (Pb): 1.69, atom 4 (Pb): 1.68, atom 5 (Ag): 0.88, atom 6 (S): 0.36, atom 7 (O): -0.32, atom 8 (O): -0.75